Entry 1:
Here is one molecule with the formula C6H6N4S2 from OMol25. Energies are from ωB97M-V/def2-TZVPD.

Summary:
structure (SMILES) = N/N=c1\[nH]nc(-c2cccs2)s1
orbital gap = 8.38 eV
HOMO level = -8.25 eV
2S+1 = 1

The geometry in XYZ format:
```
18
C6H6N4S2 (ωB97M-V/def2-TZVPD)
N 4.554 -0.459 -0.140
N 3.419 -0.504 1.012
C 2.249 -0.397 0.434
N 1.977 -0.157 -0.892
N 0.684 0.275 -1.197
C -0.110 0.269 -0.125
C -1.690 0.273 -0.123
C -2.528 0.113 0.917
C -3.882 0.222 0.525
C -4.088 0.381 -0.807
S -2.516 0.690 -1.589
S 0.651 -0.450 1.318
H 5.109 -1.566 0.110
H 5.224 0.416 0.265
H 2.836 -0.087 -1.623
H -2.193 0.224 1.918
H -4.634 0.188 1.270
H -5.063 0.572 -1.273
```

Entry 2:
Here is a 2-piece molecular cluster, C6H6NO2S overall from OMol25. Energies are from ωB97M-V/def2-TZVPD.

Summary:
orbital gap = 7.43 eV
HOMO level = -3.76 eV
total charge = -1
2S+1 = 1

The geometry in XYZ format:
```
16
C6H6NO2S (ωB97M-V/def2-TZVPD)
C 1.699 1.261 0.395
C 2.452 -1.101 -0.188
C -0.418 0.686 -0.938
C -0.984 0.299 0.402
C -1.416 1.469 -0.569
C -1.811 -0.975 0.400
N 1.959 0.088 0.502
O 1.390 2.400 0.447
O 3.252 -0.967 -1.096
S 1.742 -2.503 0.340
H 0.220 0.519 -1.731
H -0.411 0.419 1.306
H -1.985 2.333 -0.639
H -2.540 -0.929 -0.315
H -2.206 -1.252 1.404
H -0.944 -1.747 0.278
```

Entry 3:
Here is C6H6NaO3 as an isolated structure from OMol25. Energies are from ωB97M-V/def2-TZVPD.

Summary:
orbital gap = 5.06 eV
HOMO level = -3.05 eV
total charge = -1
2S+1 = 1

The geometry in XYZ format:
```
16
C6H6NaO3 (ωB97M-V/def2-TZVPD)
C 1.224 -0.761 -1.499
C 0.500 0.340 -1.480
C -1.007 0.316 -1.384
C -1.570 1.206 -0.261
O -2.447 0.530 0.548
Na -1.964 -0.657 2.366
H 1.050 1.284 -1.416
H -1.346 -0.724 -1.256
H -1.469 0.632 -2.334
H -2.040 2.095 -0.747
H -0.699 1.629 0.296
O 2.134 -1.422 -1.023
H 3.093 -0.921 0.805
C 2.541 -1.202 1.772
C 1.537 -1.141 2.498
O 0.465 -1.204 3.117
```

Entry 4:
Here is one molecule with the formula C6H6O from OMol25. Energies are from ωB97M-V/def2-TZVPD.

Summary:
orbital gap = 8.27 eV
HOMO level = -8.30 eV
2S+1 = 1

The geometry in XYZ format:
```
13
C6H6O (ωB97M-V/def2-TZVPD)
C -0.124 0.050 -1.210
C 0.094 1.385 -0.574
C 0.578 -1.076 -0.980
C 1.498 -1.306 0.091
C -0.091 -0.716 1.663
C -1.163 -0.459 2.137
O 1.139 -1.092 1.319
H -0.747 0.085 -2.098
H 0.482 -1.916 -1.658
H 0.337 2.118 -1.346
H -0.827 1.718 -0.088
H 0.892 1.373 0.167
H -2.071 -0.162 2.577
```

Entry 5:
Here is C6H6O as an isolated structure from OMol25. Energies are from ωB97M-V/def2-TZVPD.

Summary:
orbital gap = 10.28 eV
HOMO level = -9.31 eV
2S+1 = 1

The geometry in XYZ format:
```
13
C6H6O (ωB97M-V/def2-TZVPD)
C -0.882 -0.316 -0.048
C -0.026 0.809 -0.667
C 0.142 1.173 0.744
C 0.324 -0.504 0.987
C 1.406 -0.781 0.043
C 1.131 -0.003 -0.964
H -0.578 1.580 -1.240
H 1.027 1.668 1.084
H -0.765 1.485 1.504
H 0.477 -0.744 2.073
H 1.849 -1.860 0.171
H 1.301 0.136 -2.125
O -1.985 -0.566 -0.255
```

Entry 6:
Here is one molecule with the formula C6H6O from OMol25. Energies are from ωB97M-V/def2-TZVPD.

Summary:
orbital gap (spin up / spin down) = 5.77 / 7.75 eV
HOMO level (spin up / spin down) = -6.61 / -7.90 eV
2S+1 = 1

The geometry in XYZ format:
```
13
C6H6O (ωB97M-V/def2-TZVPD)
C -2.263 0.336 -1.255
C -1.075 -0.245 -1.439
C -0.100 -0.242 -0.422
C 0.734 -1.156 0.226
C 1.698 -0.442 1.085
O 1.260 0.947 1.033
C 0.293 0.987 0.184
H -2.941 0.532 -2.086
H 0.760 -2.229 0.094
H 1.739 -0.694 2.149
H 2.714 -0.446 0.675
H -0.179 1.956 0.038
H -2.640 0.695 -0.282
```

Entry 7:
Here is one molecule with the formula C6H6O from OMol25. Energies are from ωB97M-V/def2-TZVPD.

Summary:
orbital gap (spin up / spin down) = 5.39 / 9.03 eV
HOMO level (spin up / spin down) = -6.41 / -8.63 eV
2S+1 = 1

The geometry in XYZ format:
```
13
C6H6O (ωB97M-V/def2-TZVPD)
C 2.251 -1.119 0.544
C 1.841 0.108 0.196
C 0.445 0.284 -0.045
C -0.447 1.321 0.208
C -1.817 0.922 -0.176
O -1.653 -0.426 -0.705
C -0.390 -0.691 -0.660
H 3.299 -1.382 0.683
H -0.207 2.278 0.653
H -2.536 0.846 0.648
H -2.274 1.490 -0.994
H -0.097 -1.658 -1.064
H 1.583 -1.973 0.713
```

Entry 8:
Here is C6H6O as an isolated structure from OMol25. Energies are from ωB97M-V/def2-TZVPD.

Summary:
orbital gap = 9.69 eV
HOMO level = -8.95 eV
2S+1 = 1

The geometry in XYZ format:
```
13
C6H6O (ωB97M-V/def2-TZVPD)
C 0.762 0.417 -2.470
C 0.417 0.386 -1.317
C 0.010 0.396 0.071
C 1.111 -0.117 1.642
C 0.207 -0.948 0.916
O -1.166 -0.962 1.300
C -1.454 0.190 0.511
H 1.068 0.447 -3.494
H 0.460 1.247 0.626
H 2.063 -0.189 1.081
H 0.502 -1.838 0.354
H -2.118 -0.041 -0.328
H -1.860 1.012 1.108
```

Entry 9:
Here is C6H6O2 as an isolated structure from OMol25. Energies are from ωB97M-V/def2-TZVPD.

Summary:
orbital gap = 8.54 eV
HOMO level = -8.97 eV
2S+1 = 1

The geometry in XYZ format:
```
14
C6H6O2 (ωB97M-V/def2-TZVPD)
C -2.215 0.531 0.036
C -1.319 -0.509 -0.141
C 0.070 -0.218 0.116
C 0.772 0.878 0.124
C 2.181 0.318 -0.131
C 2.040 -1.038 0.077
H -2.576 0.312 1.573
H -1.510 1.713 -0.184
H -3.125 0.191 -1.053
H 0.351 1.912 0.335
H 3.209 0.853 -0.643
H 2.898 -1.773 -0.235
O -1.632 -1.716 -0.091
O 0.856 -1.453 0.219
```

Entry 10:
Here is one molecule with the formula C6H6O2 from OMol25. Energies are from ωB97M-V/def2-TZVPD.

Summary:
structure (SMILES) = CC1(C(O)=C=O)C=C1
orbital gap = 8.05 eV
HOMO level = -7.70 eV
2S+1 = 1

The geometry in XYZ format:
```
14
C6H6O2 (ωB97M-V/def2-TZVPD)
C -0.664 -0.062 -1.450
C -0.257 -0.017 0.003
C 0.925 0.765 0.399
O 1.407 1.870 -0.282
C 1.652 0.222 1.368
O 2.484 -0.140 2.118
C -0.209 -1.299 0.987
C -1.229 -0.462 0.986
H -0.071 0.618 -2.066
H -0.517 -1.065 -1.862
H -1.717 0.203 -1.581
H 0.665 2.415 -0.584
H -0.178 -2.379 0.994
H -2.291 -0.671 0.968
```

Entry 11:
Here is one molecule with the formula C6H6O2 from OMol25. Energies are from ωB97M-V/def2-TZVPD.

Summary:
structure (SMILES) = O=C1[C@H]2O[C@@H]1[C@@H]1C[C@@H]12
orbital gap = 10.52 eV
HOMO level = -9.54 eV
2S+1 = 1

The geometry in XYZ format:
```
14
C6H6O2 (ωB97M-V/def2-TZVPD)
O -2.642 -0.624 -1.007
C -1.538 -0.568 -0.607
C -0.860 -0.564 0.748
O 0.073 -1.471 0.091
C -0.004 -0.729 -1.130
C 0.595 0.613 -0.636
C 1.390 0.576 0.644
C -0.080 0.757 0.731
H -1.315 -1.064 1.551
H 0.333 -1.266 -2.059
H 0.828 1.432 -1.367
H 1.832 -0.392 0.984
H 1.769 1.557 0.824
H -0.380 1.741 1.233
```

Entry 12:
Here is one molecule with the formula C6H6O2 from OMol25. Energies are from ωB97M-V/def2-TZVPD.

Summary:
structure (SMILES) = CC(=O)c1ccco1
orbital gap = 9.42 eV
HOMO level = -8.97 eV
2S+1 = 1

The geometry in XYZ format:
```
14
C6H6O2 (ωB97M-V/def2-TZVPD)
C 0.257 -2.105 1.043
C 0.522 -0.633 1.224
O 1.109 -0.228 2.232
C 0.228 0.339 0.151
C 0.096 0.255 -1.204
C -0.447 1.428 -1.663
C -0.560 2.272 -0.570
O -0.270 1.631 0.580
H 0.993 -2.406 0.334
H -0.764 -2.310 0.763
H 0.324 -2.495 1.930
H 0.145 -0.658 -1.710
H -0.732 1.673 -2.670
H -0.901 3.236 -0.438
```

ΔE to the lowest compared entry with this formula, charge and spin for the records above, in order: 64.6 52.5 27.9 143.2 98.2 115.3 118.2 154.1 160.1 100.8 63.0 21.7 kcal/mol
Total energy for the records above, in order: -33945.7605 -22738.0553 -16875.4863 -8360.2950 -8362.2490 -8361.5063 -8361.3819 -8359.8228 -10406.4664 -10409.0384 -10410.6754 -10412.4665 eV